Below is a 11-piece molecular cluster, C36H99FN3O34P7 overall at a distorted geometry, with properties calculated with ωB97M-V/def2-TZVPD.

Calculated values
multiplicity: 1
frontier orbital gap: 0.325 Eh
calculated total energy: -6643.1888 hartree
LUMO energy: 0.0516 eV
SMILES: O=C1OC[C@@H](F)O1.COP(=O)(OC)OC.COP(=O)(OC)OC.COP(=O)(OC)OC.COP(=O)(OC)OC.COP(=O)(OC)OC.COP(=O)(OC)OC.COP(=O)(OC)OC.COC[C@H](C)N.COC[C@H](C)N.COC[C@H](C)N

```
180
C36H99FN3O34P7 ωB97M-V/def2-TZVPD
O -1.00 1.34 -7.31
C -1.43 1.04 -8.44
O -2.76 0.88 -8.83
C -2.83 0.66 -10.22
C -1.36 0.29 -10.57
F -1.08 0.92 -11.70
O -0.68 0.87 -9.53
H -3.58 -0.09 -10.46
H -3.08 1.52 -10.83
H -1.20 -0.77 -10.77
C -8.09 -2.23 -2.13
O -7.33 -3.45 -2.11
P -6.74 -4.17 -3.43
O -7.80 -4.36 -4.43
O -5.53 -3.14 -3.81
C -5.72 -2.11 -4.71
O -6.02 -5.44 -2.74
C -4.80 -5.30 -1.97
H -8.23 -1.96 -3.18
H -7.62 -1.36 -1.67
H -9.09 -2.43 -1.76
H -6.36 -1.29 -4.38
H -6.03 -2.37 -5.72
H -4.71 -1.70 -4.78
H -4.99 -5.77 -1.01
H -4.43 -4.29 -1.84
H -4.00 -5.93 -2.37
C 7.23 -3.36 -6.62
O 7.01 -4.09 -5.46
P 7.75 -3.71 -4.07
O 7.51 -4.66 -2.93
O 9.22 -3.41 -4.52
C 10.13 -4.48 -4.43
O 7.12 -2.21 -3.68
C 7.58 -1.61 -2.46
H 6.37 -2.81 -7.01
H 7.74 -3.99 -7.35
H 8.00 -2.63 -6.41
H 10.79 -4.59 -5.29
H 9.71 -5.45 -4.15
H 10.82 -4.35 -3.59
H 6.73 -1.66 -1.78
H 7.74 -0.53 -2.49
H 8.43 -2.14 -2.03
C -3.30 9.12 -6.95
O -3.53 7.88 -6.32
P -2.60 6.58 -6.67
O -2.48 6.44 -8.14
O -1.25 6.94 -5.83
C -0.21 5.95 -5.82
O -3.37 5.44 -5.80
C -4.70 4.95 -6.13
H -4.25 9.55 -7.28
H -2.59 9.15 -7.78
H -2.79 9.78 -6.25
H -0.21 5.60 -6.85
H -0.34 5.12 -5.11
H 0.80 6.27 -5.58
H -5.00 5.19 -7.15
H -5.35 5.55 -5.50
H -4.95 3.92 -5.86
C -1.80 2.56 -1.33
O -2.00 2.31 0.01
P -0.98 1.26 0.78
O -1.06 1.25 2.28
O -1.44 -0.15 0.04
C -2.33 -1.12 0.64
O 0.52 1.54 0.17
C 1.54 0.62 0.33
H -2.72 2.21 -1.81
H -1.02 2.02 -1.86
H -1.69 3.64 -1.48
H -3.28 -1.26 0.11
H -2.57 -0.67 1.60
H -1.81 -2.07 0.68
H 1.14 -0.36 0.58
H 2.18 0.87 1.18
H 2.09 0.51 -0.60
C -5.27 8.38 -1.68
O -5.99 9.41 -0.98
P -5.97 10.96 -1.48
O -4.67 11.39 -1.94
O -7.20 11.13 -2.51
C -8.52 10.74 -2.15
O -6.46 11.68 -0.10
C -6.32 13.13 0.04
H -4.74 8.65 -2.60
H -6.03 7.64 -1.91
H -4.70 7.84 -0.93
H -9.16 11.24 -2.89
H -8.88 10.94 -1.14
H -8.73 9.68 -2.29
H -6.97 13.55 0.81
H -6.64 13.54 -0.92
H -5.30 13.39 0.32
C -1.93 3.25 8.73
O -2.44 2.52 9.81
P -3.80 1.59 9.72
O -5.08 2.28 9.40
O -3.34 0.43 8.62
C -4.20 0.16 7.53
O -3.90 0.79 11.16
C -3.91 1.63 12.37
H -2.22 3.03 7.70
H -0.88 3.03 8.58
H -2.03 4.32 8.89
H -4.90 0.96 7.32
H -4.75 -0.77 7.70
H -3.75 -0.03 6.56
H -4.49 2.53 12.13
H -2.90 1.98 12.58
H -4.40 1.08 13.18
C 6.71 4.38 0.91
O 7.76 3.71 0.27
P 9.22 3.51 0.96
O 10.30 2.79 0.22
O 8.70 2.74 2.32
C 9.61 2.44 3.33
O 9.59 4.99 1.46
C 10.11 5.94 0.55
H 6.12 3.61 1.40
H 6.07 4.82 0.15
H 7.06 5.18 1.57
H 10.04 1.44 3.35
H 9.03 2.66 4.23
H 10.48 3.09 3.42
H 9.86 6.86 1.09
H 9.71 6.00 -0.46
H 11.19 5.80 0.46
C 0.49 -2.59 -3.45
O 1.26 -3.80 -3.29
C 1.92 -3.90 -2.05
C 2.01 -5.44 -1.78
C 2.69 -5.68 -0.40
N 2.96 -6.11 -2.70
H -0.03 -2.66 -4.40
H 1.18 -1.76 -3.59
H -0.30 -2.49 -2.71
H 2.93 -3.50 -2.17
H 1.39 -3.42 -1.23
H 1.05 -5.96 -1.77
H 3.75 -5.43 -0.36
H 2.59 -6.75 -0.19
H 2.26 -5.15 0.44
H 3.89 -5.75 -2.57
H 2.74 -5.97 -3.68
C 4.82 -3.30 5.14
O 5.05 -4.66 4.78
C 4.56 -5.57 5.77
C 4.88 -7.06 5.46
C 4.30 -8.07 6.51
N 6.29 -7.20 5.41
H 4.84 -2.54 4.36
H 5.61 -3.13 5.86
H 3.93 -3.17 5.76
H 5.01 -5.27 6.71
H 3.48 -5.48 5.90
H 4.40 -7.28 4.51
H 4.69 -9.08 6.50
H 3.21 -8.01 6.48
H 4.50 -7.70 7.52
H 6.64 -8.07 5.03
H 6.67 -6.44 4.87
C -2.97 -9.17 8.05
O -2.55 -8.54 6.87
C -3.46 -7.50 6.52
C -2.83 -6.86 5.26
C -1.41 -6.22 5.59
N -3.72 -5.82 4.73
H -2.87 -8.54 8.93
H -2.40 -10.08 8.27
H -4.00 -9.49 7.87
H -4.48 -7.87 6.40
H -3.53 -6.81 7.36
H -2.80 -7.58 4.44
H -0.71 -6.25 4.75
H -0.91 -6.69 6.44
H -1.57 -5.18 5.84
H -4.60 -6.25 4.50
H -4.01 -5.04 5.31
```

Below is a 9-piece molecular cluster, C36H99N9O9 overall at a distorted geometry, with properties calculated with ωB97M-V/def2-TZVPD.

Calculated values
relative energy (zero: lowest compared OMol25 entry of this formula, charge and spin): 76.9 kcal/mol
multiplicity: 1
frontier orbital gap: 0.359 Eh
calculated total energy: -2600.7118 hartree
LUMO energy: 0.5737 eV
SMILES: COC[C@H](C)N.COC[C@H](C)N.COC[C@H](C)N.COC[C@H](C)N.COC[C@H](C)N.COC[C@H](C)N.COC[C@H](C)N.COC[C@H](C)N.COC[C@H](C)N

```
153
C36H99N9O9 ωB97M-V/def2-TZVPD
C 1.20 1.15 6.14
O 1.27 0.50 4.93
C 2.36 0.81 4.08
C 2.31 -0.10 2.89
C 2.49 -1.60 3.20
N 3.29 0.29 1.85
H 0.22 1.09 6.61
H 1.34 2.22 5.99
H 1.99 0.81 6.80
H 2.29 1.88 3.89
H 3.37 0.82 4.50
H 1.38 0.16 2.38
H 1.54 -2.07 3.46
H 3.18 -1.80 4.02
H 2.84 -2.21 2.37
H 3.14 1.25 1.56
H 4.26 0.28 2.13
C 1.41 -2.26 -4.38
O 2.56 -3.02 -4.01
C 2.52 -4.42 -4.17
C 3.91 -5.14 -3.95
C 4.99 -4.54 -4.85
N 3.79 -6.61 -4.00
H 1.09 -2.72 -5.32
H 1.64 -1.22 -4.59
H 0.53 -2.22 -3.73
H 1.79 -4.90 -3.53
H 2.28 -4.54 -5.23
H 4.15 -4.98 -2.90
H 5.99 -4.95 -4.74
H 4.98 -3.47 -4.63
H 4.84 -4.68 -5.92
H 3.32 -6.97 -4.81
H 4.72 -6.96 -4.17
C -1.18 -2.26 2.43
O -1.11 -3.56 1.93
C 0.06 -4.29 2.29
C 0.18 -5.51 1.39
C -1.07 -6.39 1.48
N 1.33 -6.29 1.70
H -1.21 -2.27 3.52
H -2.05 -1.72 2.04
H -0.28 -1.72 2.11
H 1.01 -3.77 2.23
H 0.04 -4.47 3.37
H 0.19 -5.16 0.36
H -1.20 -7.02 0.60
H -2.02 -5.86 1.52
H -1.09 -6.98 2.39
H 1.36 -6.84 0.85
H 2.15 -5.70 1.59
C 4.26 -0.97 -1.89
O 5.67 -0.86 -1.92
C 6.35 -1.67 -2.81
C 7.90 -1.55 -2.71
C 8.28 -0.06 -3.04
N 8.59 -2.49 -3.60
H 3.77 -0.50 -2.74
H 3.90 -0.48 -0.99
H 3.96 -2.02 -1.84
H 6.14 -2.71 -2.57
H 6.08 -1.33 -3.82
H 8.24 -1.88 -1.72
H 8.02 0.17 -4.08
H 9.35 0.09 -2.93
H 7.77 0.64 -2.38
H 8.41 -2.20 -4.55
H 9.59 -2.38 -3.53
C -5.05 2.50 2.89
O -6.07 2.42 1.96
C -7.08 1.64 2.53
C -8.31 1.53 1.63
C -9.05 2.86 1.39
N -9.36 0.66 2.16
H -4.20 3.02 2.45
H -4.68 1.52 3.18
H -5.32 3.02 3.80
H -6.79 0.61 2.74
H -7.38 2.14 3.45
H -7.99 1.19 0.64
H -9.86 2.70 0.67
H -8.43 3.66 1.00
H -9.49 3.16 2.34
H -8.95 -0.24 2.39
H -10.07 0.47 1.47
C 1.11 7.40 1.04
O 1.75 6.27 1.52
C 2.12 5.27 0.57
C 2.93 4.15 1.31
C 4.36 4.63 1.73
N 3.04 3.00 0.52
H 1.08 8.09 1.88
H 0.10 7.17 0.69
H 1.56 7.85 0.15
H 1.17 4.95 0.13
H 2.71 5.68 -0.25
H 2.43 3.86 2.23
H 4.35 5.52 2.35
H 4.97 4.90 0.86
H 4.74 3.86 2.39
H 2.20 2.65 0.07
H 3.72 3.17 -0.20
C -1.33 2.26 3.75
O -2.23 3.34 3.92
C -1.61 4.59 3.95
C -2.67 5.71 3.70
C -2.98 5.99 2.26
N -2.31 6.93 4.43
H -1.15 2.18 2.68
H -1.82 1.30 3.91
H -0.30 2.34 4.11
H -1.19 4.63 4.96
H -0.81 4.68 3.22
H -3.53 5.25 4.18
H -2.10 6.22 1.66
H -3.59 6.88 2.09
H -3.58 5.22 1.76
H -1.37 7.27 4.30
H -2.38 6.70 5.41
C -2.79 -1.53 -2.92
O -3.35 -2.15 -4.10
C -4.55 -1.52 -4.58
C -4.94 -2.20 -5.94
C -6.01 -1.38 -6.69
N -5.47 -3.47 -5.65
H -3.50 -1.28 -2.13
H -2.24 -0.64 -3.22
H -2.07 -2.21 -2.46
H -5.36 -1.51 -3.85
H -4.32 -0.48 -4.80
H -4.04 -2.22 -6.54
H -6.32 -1.96 -7.55
H -5.72 -0.39 -7.05
H -6.90 -1.16 -6.10
H -4.75 -3.91 -5.10
H -5.60 -4.02 -6.48
C -3.05 0.34 0.51
O -1.98 -0.09 -0.31
C -0.75 0.55 -0.07
C 0.34 0.01 -0.99
C 0.75 -1.44 -0.75
N 1.55 0.79 -0.92
H -3.89 -0.34 0.43
H -3.37 1.35 0.27
H -2.89 0.26 1.59
H -0.74 1.62 -0.25
H -0.42 0.39 0.96
H -0.09 0.16 -1.98
H 1.53 -1.71 -1.46
H -0.16 -2.05 -0.83
H 1.19 -1.59 0.23
H 1.99 0.50 -0.06
H 2.22 0.59 -1.65
```

Below is C37H100N9O12Ti as an isolated structure at a distorted geometry, with properties calculated with ωB97M-V/def2-TZVPD.

Calculated values
relative energy (zero: lowest compared OMol25 entry of this formula, charge and spin): 106.4 kcal/mol
multiplicity: 4
frontier orbital gap (alpha / beta): 0.143 / 0.338 Eh
calculated total energy: -3714.5468 hartree
LUMO energy (alpha / beta): 0.5243 / 0.5092 eV

```
159
C37H100N9O12Ti ωB97M-V/def2-TZVPD
Ti -0.34 0.45 -0.21
O -4.04 1.59 -1.56
C -2.93 1.04 -1.14
O -1.88 1.62 -1.59
O -2.84 0.21 -0.26
H -3.68 2.29 -2.12
C 1.48 -5.40 1.75
C 2.31 -4.65 0.77
C 3.65 -5.43 0.34
O 4.46 -4.43 -0.28
C 5.77 -4.93 -0.38
N 1.52 -4.40 -0.42
H 1.52 -6.47 1.59
H 0.44 -5.08 1.75
H 1.99 -5.20 2.69
H 2.63 -3.71 1.22
H 3.29 -6.24 -0.30
H 4.03 -5.88 1.25
H 5.77 -5.87 -0.93
H 6.22 -5.15 0.58
H 6.41 -4.14 -0.78
H 2.16 -4.13 -1.15
H 1.14 -3.46 -0.44
C 2.33 -1.44 -1.36
C 1.47 -0.70 -2.32
C 0.14 -1.52 -2.63
O -0.46 -1.87 -1.43
C -1.50 -2.89 -1.65
N 1.29 0.67 -1.78
H 3.16 -0.74 -1.23
H 2.88 -2.23 -1.86
H 1.82 -1.58 -0.40
H 2.08 -0.58 -3.22
H 0.42 -2.42 -3.17
H -0.46 -0.80 -3.19
H -1.83 -3.25 -0.68
H -1.15 -3.72 -2.26
H -2.38 -2.48 -2.15
H 2.11 1.12 -1.42
H 0.90 1.26 -2.50
C 3.99 -1.65 2.81
C 3.78 -0.14 2.82
C 5.05 0.70 2.51
O 4.80 2.03 2.17
C 4.26 2.75 3.31
N 2.73 0.08 1.75
H 3.10 -2.28 2.89
H 4.62 -1.85 3.67
H 4.43 -2.01 1.88
H 3.30 0.13 3.75
H 5.55 0.41 1.58
H 5.76 0.64 3.33
H 4.70 2.46 4.26
H 3.17 2.64 3.28
H 4.46 3.81 3.16
H 1.90 -0.48 1.84
H 3.04 -0.06 0.80
C 0.79 3.75 -4.13
C -0.29 3.10 -5.04
C -0.01 3.02 -6.61
O 0.02 4.22 -7.27
C 0.17 4.19 -8.71
N -0.54 1.77 -4.39
H 1.69 3.16 -3.95
H 0.49 3.99 -3.11
H 1.12 4.67 -4.61
H -1.25 3.60 -5.08
H -0.84 2.49 -7.09
H 0.93 2.58 -6.94
H 0.14 5.20 -9.10
H -0.69 3.63 -9.09
H 1.18 3.89 -8.97
H -1.17 1.25 -4.99
H -1.14 1.88 -3.58
C -6.89 0.68 1.02
C -5.97 1.86 1.56
C -4.83 1.55 2.60
O -5.41 1.24 3.86
C -4.46 1.06 4.88
N -5.49 2.75 0.50
H -6.28 -0.15 0.66
H -7.51 0.85 0.14
H -7.55 0.18 1.72
H -6.64 2.45 2.19
H -4.22 2.45 2.70
H -4.20 0.73 2.25
H -4.85 0.72 5.85
H -3.74 1.86 5.02
H -3.84 0.22 4.56
H -4.96 2.20 -0.16
H -6.26 2.94 -0.13
C -6.22 -3.16 -2.83
C -5.70 -2.16 -1.80
C -5.06 -2.91 -0.50
O -5.78 -3.95 0.08
C -6.91 -3.59 0.87
N -4.70 -1.44 -2.57
H -6.66 -2.69 -3.70
H -7.01 -3.82 -2.47
H -5.41 -3.77 -3.24
H -6.50 -1.46 -1.54
H -4.80 -2.17 0.26
H -4.17 -3.42 -0.87
H -7.20 -2.56 0.66
H -6.86 -3.71 1.95
H -7.63 -4.26 0.39
H -5.10 -0.67 -3.07
H -4.05 -0.92 -1.99
C -0.35 4.23 0.58
C 0.43 3.49 1.65
C -0.48 3.16 2.91
O 0.32 2.88 4.02
C -0.40 2.69 5.16
N 0.79 2.27 0.98
H 0.08 4.61 -0.35
H -0.71 5.13 1.07
H -1.37 3.96 0.34
H 1.23 4.14 2.02
H -1.22 2.40 2.67
H -1.06 4.06 3.14
H 0.20 2.68 6.06
H -0.92 1.73 5.23
H -1.21 3.42 5.27
H 1.38 1.83 1.66
H 1.40 2.41 0.19
C 3.80 4.44 -1.72
C 4.03 2.95 -1.72
C 5.46 2.47 -1.88
O 5.56 1.04 -1.69
C 5.38 0.21 -2.82
N 3.47 2.35 -0.53
H 2.72 4.62 -1.75
H 4.38 4.93 -2.50
H 4.18 4.82 -0.77
H 3.49 2.56 -2.58
H 6.05 2.97 -1.11
H 6.00 2.88 -2.74
H 6.16 0.45 -3.53
H 4.54 0.48 -3.46
H 5.49 -0.84 -2.55
H 3.83 2.87 0.26
H 3.90 1.44 -0.44
C -2.02 -2.22 2.77
C -0.69 -1.46 2.67
C 0.16 -1.54 4.04
O 0.70 -2.83 4.20
C 1.50 -2.88 5.40
N 0.02 -1.68 1.36
H -2.59 -2.00 3.67
H -1.85 -3.30 2.72
H -2.56 -1.84 1.90
H -0.95 -0.40 2.62
H -0.59 -1.35 4.80
H 0.96 -0.81 3.93
H 1.84 -3.87 5.70
H 0.91 -2.68 6.30
H 2.41 -2.28 5.34
H -0.55 -2.07 0.63
H 0.48 -2.50 1.73
```

> The highest calculated total energy belongs to which entry?

C36H99N9O9

> multiplicity of number 3 (C37H100N9O12Ti)?

4